(1)
Below is a cluster of 2 separate species, C7H14NOS in total, with properties calculated with ωB97M-V/def2-TZVPD.

Summary:
* net charge: +1
* multiplicity: 1
* orbital gap (spin up / spin down): 5.2 / 9.0 eV

Each line ends with the Löwdin charge.
Positions of all 24 atoms, in Å:
C  -0.75  -0.24  0.03  -0.015
C  -1.49  0.99  -0.26  -0.138
C  -0.62  2.22  -0.28  -0.172
C  0.73  1.84  -0.93  -0.130
C  1.49  0.77  -0.15  -0.307
C  1.75  1.15  1.34  0.014
C  -1.33  -4.76  0.75  0.115
N  0.55  -0.38  -0.03  -0.304
O  0.28  -2.75  0.76  -0.506
S  1.30  -1.89  0.11  1.096
H  -1.25  -1.19  0.24  0.133
H  -1.95  0.69  -1.27  0.175
H  -2.41  1.13  0.48  0.190
H  -1.06  3.12  -0.75  0.139
H  -0.62  2.61  0.72  0.104
H  0.60  1.62  -2.02  0.149
H  1.34  2.66  -1.06  0.098
H  2.44  0.51  -0.66  0.163
H  2.69  1.61  1.46  0.089
H  1.82  0.23  1.78  0.046
H  1.01  1.78  1.70  0.068
H  -1.96  -3.83  0.97  0.019
H  -0.72  -5.06  1.48  -0.053
H  -1.51  -5.13  -0.29  0.030

(2)
Below is a cluster of 2 separate species, C7H14NOS in total, with properties calculated with ωB97M-V/def2-TZVPD.

Summary:
* net charge: +1
* multiplicity: 1
* orbital gap: 7.3 eV

Each line ends with the Löwdin charge.
Positions of all 24 atoms, in Å:
C  2.41  -0.71  -1.49  0.082
C  1.94  0.49  -1.04  -0.238
C  -0.98  -1.01  0.02  -0.128
C  -1.54  -2.11  0.84  -0.175
C  -1.50  -0.33  2.27  -0.215
C  -1.05  0.15  0.94  -0.496
C  1.28  2.50  -1.74  -0.115
N  -1.16  -1.74  2.18  -0.040
O  0.88  1.15  -1.66  -0.276
S  -0.91  1.75  0.53  1.115
H  3.36  -1.01  -1.09  0.060
H  1.81  -1.34  -2.17  0.088
H  0.00  -1.02  -0.27  0.084
H  -1.48  -0.72  -0.87  0.139
H  -2.65  -2.14  0.74  0.143
H  -1.16  -3.06  0.71  0.109
H  -0.95  0.24  3.08  0.156
H  -2.59  -0.01  2.49  0.177
H  2.05  2.67  -2.50  0.107
H  1.67  2.83  -0.71  0.115
H  0.40  3.04  -2.11  0.098
H  -1.48  -2.22  3.02  0.144
H  2.42  1.17  -0.38  0.097
H  -0.77  1.43  -0.78  -0.034

(3)
Below is the ion C7H14NOS with charge +1, with properties calculated with ωB97M-V/def2-TZVPD.

Summary:
* net charge: +1
* multiplicity: 1
* orbital gap: 9.3 eV
* SMILES: C=C(C)C(=O)C[N+](C)(C)S

Each line ends with the Löwdin charge.
Positions of all 24 atoms, in Å:
C  1.66  2.92  -0.95  0.165
C  1.00  2.14  0.00  -0.261
C  0.53  0.77  -0.47  -0.289
C  0.70  2.67  1.30  -0.083
C  -1.25  -1.49  -1.20  -0.078
C  0.72  -2.43  -0.06  -0.011
C  -0.03  -0.14  0.63  -0.025
N  -0.61  -1.64  0.12  -0.557
O  0.74  0.34  -1.62  0.049
S  -1.76  -2.22  1.38  0.913
H  1.85  3.98  -0.84  0.091
H  1.75  2.51  -1.93  0.067
H  0.67  1.90  2.15  0.109
H  1.45  3.37  1.72  0.113
H  -0.20  3.16  1.26  0.068
H  -2.20  -1.11  -1.12  0.073
H  -0.68  -0.84  -1.83  0.079
H  -1.44  -2.43  -1.63  0.098
H  1.39  -2.24  0.85  0.121
H  0.51  -3.52  -0.03  0.109
H  1.08  -2.09  -1.05  0.111
H  -0.71  0.39  1.26  0.097
H  0.70  -0.45  1.38  0.122
H  -2.44  -2.96  0.47  -0.083

Relative energies with respect to the most stable structure, expressed in kJ/mol: (1) 152.7; (2) 33.1; (3) 0.0.

(1)
Below is a structure of composition C10H31AsF6O5, with properties calculated with ωB97M-V/def2-TZVPD.

Summary:
* net charge: 0
* multiplicity: 1
* orbital gap: 9.6 eV

Each line ends with the Löwdin charge.
Positions of all 53 atoms, in Å:
O  0.82  0.13  0.45  0.240
H  0.79  1.03  0.11  0.070
H  1.69  -0.29  0.42  0.072
H  0.55  0.28  1.36  0.089
As  -3.41  -0.55  0.49  0.957
F  -3.69  -2.13  1.30  -0.282
F  -3.15  0.32  2.11  -0.310
F  -3.14  0.99  -0.30  -0.270
F  -3.79  -1.26  -1.14  -0.292
F  -5.15  -0.14  0.61  -0.287
F  -1.64  -0.98  0.39  -0.277
C  -1.19  -1.48  4.39  -0.046
C  -0.04  -0.54  4.01  -0.440
C  1.41  -1.03  3.71  -0.031
O  -0.52  0.09  2.82  -0.099
H  -1.43  -2.19  3.60  0.086
H  -2.12  -0.97  4.66  0.085
H  -0.85  -1.98  5.29  0.075
H  0.05  0.06  4.92  0.123
H  1.68  -1.80  4.44  0.077
H  2.16  -0.25  3.79  0.081
H  1.30  -1.61  2.79  0.075
H  -1.40  0.46  2.90  0.064
C  2.35  -2.91  -0.84  -0.027
C  3.29  -1.68  -0.80  -0.425
C  3.02  -0.66  -1.94  -0.028
O  3.28  -0.92  0.42  -0.083
H  2.51  -3.52  0.04  0.080
H  2.58  -3.62  -1.64  0.083
H  1.30  -2.62  -0.98  0.086
H  4.32  -2.02  -0.70  0.132
H  2.41  0.16  -1.56  0.068
H  2.59  -1.11  -2.83  0.080
H  3.95  -0.16  -2.24  0.079
H  4.19  -0.62  0.44  0.110
C  -0.19  0.46  -4.25  -0.038
C  -0.88  1.39  -3.20  -0.470
C  -2.39  1.62  -3.48  -0.035
O  -0.77  0.80  -1.95  -0.071
H  0.73  0.10  -3.80  0.044
H  0.26  1.13  -4.99  0.069
H  -0.81  -0.33  -4.68  0.083
H  -0.34  2.34  -3.26  0.119
H  -2.68  1.81  -4.51  0.079
H  -2.61  2.64  -3.17  0.068
H  -3.02  0.97  -2.88  0.074
H  -1.59  0.73  -1.45  0.026
C  -0.44  3.34  0.08  -0.077
O  0.84  2.70  0.30  -0.135
H  -0.60  3.93  -0.82  0.091
H  -1.23  2.60  0.21  0.072
H  -0.54  3.92  1.00  0.087
H  1.54  3.36  0.37  0.101

(2)
Below is a structure of composition C10H31AsF6O5, with properties calculated with ωB97M-V/def2-TZVPD.

Summary:
* net charge: 0
* multiplicity: 1
* orbital gap: 10.4 eV

Each line ends with the Löwdin charge.
Positions of all 53 atoms, in Å:
O  0.30  0.19  0.12  0.161
H  0.40  0.99  0.74  0.109
H  0.05  -0.59  0.70  0.076
H  1.14  0.05  -0.39  0.084
As  -1.61  3.26  2.47  0.699
F  -1.46  2.50  4.00  -0.231
F  -2.23  4.68  3.22  -0.231
F  -1.68  4.02  0.92  -0.244
F  -0.97  1.83  1.70  -0.256
F  -3.20  2.65  2.24  -0.244
F  0.02  3.90  2.61  -0.256
C  -4.80  -1.08  -0.13  -0.082
C  -3.45  -1.65  0.25  -0.320
O  -2.45  -0.64  0.34  -0.090
H  -5.56  -1.87  -0.12  0.075
H  -4.79  -0.66  -1.14  0.076
H  -5.15  -0.33  0.58  0.078
H  -3.12  -2.33  -0.54  0.101
H  -3.53  -2.23  1.17  0.110
H  -2.70  0.01  1.01  0.081
C  1.18  3.63  -0.87  -0.079
C  2.21  3.05  0.07  -0.294
O  1.64  2.30  1.13  -0.112
H  0.51  4.34  -0.38  0.070
H  0.54  2.85  -1.29  0.071
H  1.68  4.16  -1.69  0.078
H  2.86  3.84  0.47  0.119
H  2.89  2.39  -0.49  0.086
H  1.19  2.92  1.74  0.053
C  1.30  -1.04  -2.99  -0.041
C  2.61  -0.45  -2.52  -0.446
C  2.87  0.92  -3.08  -0.047
O  2.56  -0.40  -1.06  -0.070
H  1.13  -2.01  -2.54  0.066
H  1.30  -1.14  -4.08  0.091
H  0.46  -0.40  -2.70  0.093
H  3.42  -1.14  -2.80  0.142
H  2.07  1.59  -2.74  0.072
H  2.80  0.92  -4.16  0.090
H  3.81  1.34  -2.73  0.085
H  3.46  -0.42  -0.71  0.119
C  -0.20  -3.22  -0.17  -0.045
C  -0.18  -3.17  1.34  -0.442
C  0.91  -4.04  1.92  -0.046
O  0.02  -1.79  1.73  -0.059
H  0.78  -3.00  -0.60  0.072
H  -0.93  -2.51  -0.56  0.063
H  -0.53  -4.21  -0.49  0.095
H  -1.17  -3.46  1.70  0.139
H  0.78  -5.07  1.58  0.087
H  0.94  -4.05  3.01  0.082
H  1.88  -3.69  1.55  0.087
H  -0.04  -1.75  2.69  0.125

Relative energies with respect to the most stable structure, expressed in kJ/mol: (1) 261.9; (2) 0.0.

(1)
Below is a cluster of 2 separate species, C2H4NP in total, with properties calculated with ωB97M-V/def2-TZVPD.

Summary:
* net charge: 0
* multiplicity: 1
* orbital gap (spin up / spin down): 7.1 / 9.4 eV

Each line ends with the Löwdin charge.
Positions of all 8 atoms, in Å:
C  1.08  -0.51  -0.15  -0.790
C  -0.24  -0.80  -0.42  -0.107
N  2.00  -1.06  0.49  -0.184
P  2.61  0.39  -0.21  0.774
H  -0.88  -0.79  0.54  0.126
H  -0.19  -1.89  -0.97  0.157
H  -0.60  -0.02  -1.05  0.054
H  1.73  2.73  1.45  -0.030

(2)
Below is a cluster of 2 separate species, C2H4NP in total, with properties calculated with ωB97M-V/def2-TZVPD.

Summary:
* net charge: 0
* multiplicity: 1
* orbital gap (spin up / spin down): 7.3 / 7.4 eV

Each line ends with the Löwdin charge.
Positions of all 8 atoms, in Å:
C  0.20  0.51  0.25  -0.298
C  1.38  -0.01  -0.41  -0.103
N  -0.77  0.86  0.75  0.083
P  -3.55  -0.52  0.16  0.314
H  -2.47  -0.44  1.23  -0.304
H  1.03  -0.67  -1.32  0.118
H  2.18  -0.53  0.25  0.107
H  2.00  0.79  -0.90  0.083

Relative energies with respect to the most stable structure, expressed in kJ/mol: (1) 166.7; (2) 0.0.